The following is a DFT calculation (wB97M-V/def2-TZVPD) of C40H30Br3EuN3OP as an isolated structure.

Calculated values
Relative energy (zero: lowest compared OMol25 entry of this formula, charge and spin) ... 1.609 eV
Total charge ... +2
Kohn-Sham gap (spin up / spin down) ... 5.013 / 5.037 eV
Spin multiplicity ... 7

Atoms and positions in Å:
Eu (-0.77, 0.78, 0.31)
Br (0.82, 0.40, 2.56)
C (4.64, -0.77, 2.90)
Br (4.67, 1.07, 2.27)
H (5.58, -1.10, 3.35)
H (3.91, -0.83, 3.65)
C (-0.73, 5.47, 1.50)
C (-1.07, 4.17, 1.28)
N (-0.51, 3.45, 0.35)
C (0.39, 4.02, -0.48)
C (0.72, 5.34, -0.40)
C (0.16, 6.09, 0.66)
C (1.76, 5.83, -1.29)
C (2.38, 5.03, -2.19)
C (1.96, 3.68, -2.32)
C (2.58, 2.83, -3.21)
C (2.11, 1.50, -3.37)
C (1.01, 1.13, -2.56)
N (0.50, 1.88, -1.56)
C (0.96, 3.15, -1.49)
H (-1.09, 5.91, 2.41)
H (-1.76, 3.68, 2.01)
H (0.54, 7.08, 0.87)
H (2.14, 6.85, -1.33)
H (3.15, 5.41, -2.84)
H (3.36, 3.18, -3.88)
H (2.46, 0.81, -4.08)
H (0.53, 0.16, -2.62)
C (0.65, -3.86, -4.36)
C (-0.14, -2.74, -4.27)
C (-0.20, -2.09, -3.03)
C (0.65, -2.47, -1.98)
C (1.44, -3.61, -2.11)
C (1.50, -4.25, -3.32)
P (0.64, -1.65, -0.32)
C (2.40, -1.70, 0.01)
C (3.39, -1.46, -0.93)
C (4.79, -1.38, -0.76)
C (5.27, -1.50, 0.54)
C (4.36, -1.66, 1.63)
C (2.94, -1.81, 1.30)
C (-0.32, -2.80, 0.77)
C (0.15, -3.93, 1.41)
C (-0.75, -4.68, 2.22)
C (-2.10, -4.42, 2.17)
C (-2.59, -3.41, 1.29)
C (-3.96, -3.24, 1.05)
C (-4.41, -2.31, 0.16)
C (-3.54, -1.27, -0.32)
C (-2.18, -1.32, -0.03)
C (-1.72, -2.49, 0.67)
H (0.72, -4.39, -5.31)
H (-0.83, -2.40, -4.99)
H (-0.93, -1.29, -2.89)
H (1.97, -3.89, -1.26)
H (2.12, -5.18, -3.38)
H (3.00, -1.23, -1.94)
H (5.36, -1.12, -1.59)
H (6.32, -1.31, 0.71)
H (4.65, -2.69, 1.96)
H (2.22, -1.96, 2.13)
H (1.24, -4.07, 1.43)
H (-0.36, -5.50, 2.72)
H (-2.79, -4.99, 2.82)
H (-4.65, -3.89, 1.59)
H (-5.47, -2.21, -0.12)
H (-3.95, -0.48, -0.97)
O (-6.70, 1.95, 3.05)
C (-5.49, 1.72, 2.58)
C (-4.41, 1.46, 3.44)
C (-3.20, 1.31, 2.82)
N (-2.95, 1.52, 1.50)
C (-3.98, 1.80, 0.74)
Br (-3.56, 2.38, -1.04)
C (-5.29, 1.85, 1.20)
H (-6.80, 1.73, 3.99)
H (-4.44, 1.55, 4.55)
H (-2.34, 0.98, 3.36)
H (-6.14, 2.19, 0.62)